This record from the Open Molecules 2025 dataset describes a molecular structure, C21H29FO21Pb in a non-equilibrium geometry. The level of theory is the ωB97M-V functional and the def2-TZVPD basis.

Each line ends with the Löwdin spin population.
Cartesian coordinates (Å):
Pb1 -19.9807 27.5010 15.5104  0.017
O1 -23.8620 26.8786 17.5118  0.001
C1 -22.6824 27.1116 16.9068  0.000
O2 -22.6589 27.3220 15.6697  -0.001
O3 -21.6135 27.1124 17.5662  0.011
H1 -23.5498 26.7658 18.4126  0.000
O4 -19.2447 27.4322 11.1321  0.011
C2 -19.6142 27.5587 12.4225  0.024
O5 -19.0696 28.4094 13.1079  0.274
O6 -20.3548 26.7384 13.0417  0.645
H2 -18.5660 28.1092 11.1823  0.002
C3 -21.5275 34.2196 16.2854  0.000
C4 -21.8477 32.9833 17.0819  0.000
C5 -23.0156 32.2611 16.4473  0.000
O7 -22.5125 30.9801 16.2121  0.000
C6 -21.2554 30.8912 16.5417  0.000
O8 -20.4989 29.9177 16.3200  0.005
O9 -20.8159 32.0503 17.0468  0.000
H3 -21.2425 33.8951 15.2846  0.000
H4 -20.6040 34.6505 16.6722  0.000
H5 -22.3653 34.9167 16.2704  0.000
H6 -22.1358 33.2123 18.1078  0.000
H7 -23.3956 32.7940 15.5757  0.000
H8 -23.8501 32.1016 17.1301  0.000
C7 -19.5892 21.3473 18.2710  0.000
C8 -20.4014 21.5234 16.9951  0.000
C9 -21.8725 21.8801 17.0753  0.000
O10 -21.8869 23.2357 16.5461  0.000
C10 -20.7034 23.6349 16.1538  0.000
O11 -20.4768 24.7698 15.7206  -0.001
O12 -19.8183 22.6879 16.3213  0.000
H9 -18.5690 21.7220 18.1880  0.000
H10 -19.4326 20.2873 18.4709  0.000
H11 -19.9326 21.8458 19.1775  0.000
H12 -20.3325 20.6804 16.3075  0.000
H13 -22.1534 22.0121 18.1202  0.000
H14 -22.4078 21.2236 16.3892  0.000
C11 -15.9971 23.4771 11.8093  0.000
C12 -17.3019 23.4987 12.7424  0.000
C13 -17.2418 22.6956 14.0186  0.000
O13 -17.2254 23.7101 15.0347  0.000
C14 -17.5679 24.8966 14.4902  0.000
O14 -17.7924 25.9124 15.1450  0.001
O15 -17.6285 24.8073 13.2015  0.000
H15 -16.0974 24.2565 11.0540  0.000
H16 -15.8158 22.4816 11.4041  0.000
H17 -15.1648 23.8282 12.4193  0.000
H18 -18.1170 23.0546 12.1710  0.000
H19 -16.3075 22.1366 14.0682  0.000
H20 -18.0637 21.9884 14.1299  0.000
C15 -14.3614 31.9750 15.2382  0.000
C16 -14.5763 30.4561 15.4226  0.000
C17 -14.6180 29.9812 16.8979  0.000
O16 -15.9513 29.4635 17.0415  0.000
C18 -16.6516 29.5368 15.9014  0.000
O17 -17.7379 28.9850 15.7377  0.005
O18 -15.9022 30.1936 15.0000  0.000
H21 -14.6194 32.2528 14.2162  0.000
H22 -13.3072 32.2517 15.2513  0.000
H23 -14.7660 32.6130 16.0239  0.000
H24 -13.8937 29.8877 14.7909  0.000
H25 -14.3818 30.6879 17.6934  0.000
H26 -13.9892 29.0957 16.9908  0.000
C19 -15.8213 25.5241 18.9774  0.000
C20 -15.8730 26.8949 19.6364  0.000
O19 -17.1456 27.3847 19.2251  0.000
C21 -17.6410 26.6642 18.2182  0.000
O20 -18.6493 26.9418 17.5563  0.003
O21 -16.8364 25.6487 18.0190  0.000
F1 -14.9038 27.6356 19.1246  0.000
H27 -15.9380 24.6881 19.6670  0.000
H28 -14.8331 25.3147 18.5679  0.000
H29 -15.7219 26.8934 20.7159  0.000

## Properties
<S²>: 0.76
Relative energy (zero: lowest compared OMol25 entry of this formula, charge and spin): 0.0 kJ/mol
Calculated total energy: -73204.4148 eV
Kohn-Sham gap (spin up / spin down): 0.3235 / 0.1489 Eh
HOMO (spin up / spin down): -0.38331 / -0.38233 hartree
2S+1: 2
Net charge: +1
M: 843.6 g mol⁻¹